Record 1
{"formula": "C4H10AgF2NO5", "method": "ωB97M-V/def2-TZVPD", "e_tot_ha": -935.86069, "lumo_ev": 5.30, "total_charge": -2, "species": ["Ag", "F", "F", "N", "O", "O", "O", "C", "O", "C", "C", "O", "C", "H", "H", "H", "H", "H", "H", "H", "H", "H", "H"], "coordinates": [[-1.3034, -0.0679, -0.1973], [-3.3670, -0.2154, 0.9883], [-1.1883, -2.2226, -1.3287], [-2.2286, 0.8745, -3.0823], [-1.1150, 1.4771, -3.1190], [-2.5221, -0.0143, -3.9001], [-3.0359, 1.1229, -2.1362], [-0.6978, -0.7309, 2.9003], [-0.0853, -0.9070, 1.6596], [1.2295, -0.3572, 1.6828], [1.7602, -0.2949, 0.2847], [1.1053, 0.7746, -0.3494], [1.4921, 1.0311, -1.6756], [-0.6366, 0.3070, 3.2512], [-0.1583, -1.3137, 3.6663], [-1.7397, -1.0359, 2.9703], [1.9114, -0.9579, 2.2997], [1.2700, 0.6371, 2.1379], [1.7482, -1.2496, -0.2576], [2.8639, -0.2541, 0.3052], [2.5765, 1.0283, -1.8486], [1.1511, 2.0373, -1.9187], [0.9699, 0.3314, -2.3326]], "forces_ev_per_angstrom": [[-1.8, -0.8, -0.8], [0.6, 0.2, 0.3], [0.5, 0.5, 0.3], [-0.7, -0.6, 1.1], [-0.4, -0.1, -0.3], [0.4, 0.8, -0.3], [0.8, 0.2, -0.8], [0.1, -0.1, 1.5], [0.9, 0.4, 0.5], [-0.1, -0.8, -0.1], [0.8, -0.5, -0.4], [0.9, 0.0, 0.6], [-0.4, 0.2, -0.7], [-0.1, 0.2, -0.3], [0.1, -0.1, 0.0], [0.0, 0.0, -1.0], [-0.1, -0.4, 0.1], [-0.4, 0.2, -0.2], [-1.4, -0.1, 0.0], [0.2, 1.3, 0.3], [0.1, -0.3, 0.4], [-0.2, -0.1, 0.0], [0.2, 0.1, -0.2]], "lowdin_charge": [0.75, -0.78, -0.80, -0.63, -0.14, -0.08, -0.12, -0.15, -0.22, -0.22, -0.25, -0.22, -0.12, 0.08, 0.07, 0.08, 0.12, 0.12, 0.13, 0.11, 0.08, 0.08, 0.09]}

=====

Record 2
{"formula": "CH4N2O2", "method": "ωB97M-V/def2-TZVPD", "e_tot_ha": -300.30065, "lumo_ev": -0.02, "total_charge": 0, "species": ["C", "N", "N", "O", "O", "H", "H", "H", "H"], "coordinates": [[-1.2356, -0.0662, 0.4238], [1.7773, 0.3913, 0.3319], [-0.5083, 0.3393, -0.6249], [-0.9716, 0.3135, 1.5382], [0.7954, 0.8812, -0.6110], [-1.9259, -0.9157, 0.0522], [1.8144, 0.9754, 1.1190], [1.4622, -0.5227, 0.7024], [-0.5413, -0.6176, -1.6699]], "forces_ev_per_angstrom": [[0.7, -1.4, 0.7], [-0.6, -2.4, -1.3], [1.6, -3.3, -6.0], [-0.9, -0.2, 0.4], [-0.7, 0.4, 0.6], [0.2, 1.4, 0.9], [-0.6, 1.4, 1.2], [0.2, 0.6, -0.5], [0.1, 3.6, 4.0]], "lowdin_charge": [-0.43, 0.06, -0.04, 0.03, -0.19, 0.14, 0.05, 0.09, 0.29]}